Molecular formula: C25H24N2O2PdSi
Method: DFT, wB97M-V/def2-TZVPD

Structure (ORCA input):
```
! wB97M-V def2-TZVPD RIJCOSX def2/J DEFGRID3
* xyz 0 1
Pd 0.06 -0.24 0.62
Si 0.45 -0.53 2.89
O -0.06 2.27 0.14
O -0.19 -2.02 -0.69
N 1.52 0.20 -0.68
N 2.38 -0.69 -0.98
C 0.91 -2.64 -0.64
C 2.06 -4.78 -0.35
C 5.77 -3.04 -1.36
C -0.89 -0.05 5.38
C 2.20 -2.00 -0.86
C -0.68 3.31 0.87
C 0.17 0.33 4.56
C 0.92 -4.05 -0.37
C 1.38 3.88 -0.96
C 1.71 -1.92 3.18
C 1.80 1.50 -1.10
C 1.03 2.59 -0.63
C 3.40 -2.82 -0.96
C 3.33 -4.20 -0.67
C 3.16 3.07 -2.35
C -0.10 1.39 7.14
C 4.50 -4.97 -0.70
C -1.03 0.47 6.66
C 2.46 4.13 -1.81
C 2.84 1.77 -2.00
C 1.08 1.27 5.05
C 4.64 -2.26 -1.30
C -1.26 -1.23 2.24
C 5.71 -4.40 -1.05
C 0.95 1.80 6.32
H -2.10 -0.97 2.89
H 2.03 -5.83 -0.11
H -0.01 3.69 1.64
H 1.24 -2.75 3.72
H -1.63 -0.76 5.03
H -1.01 4.12 0.23
H -1.85 0.15 7.28
H 4.68 -1.21 -1.53
H 2.72 5.15 -2.05
H 0.83 4.72 -0.56
H 6.72 -2.59 -1.62
H 2.55 -1.57 3.78
H 6.60 -5.01 -1.09
H 3.97 3.26 -3.05
H -0.19 1.78 8.15
H -1.55 2.86 1.34
H 3.40 0.94 -2.40
H 2.10 -2.31 2.23
H -0.05 -4.51 -0.18
H 1.90 1.59 4.42
H -1.21 -2.31 2.11
H 1.67 2.52 6.69
H 4.44 -6.02 -0.46
H -1.52 -0.79 1.23
*
```

Values from the calculation:
- E_tot (eV) = -44745.06308
- max |F| (hartree/bohr) = 0.0299

Molecular formula: C20H26I2MnN6O2S2
Method: DFT, wB97M-V/def2-TZVPD

Structure (ORCA input):
```
! wB97M-V def2-TZVPD RIJCOSX def2/J DEFGRID3
* xyz 0 2
I 0.21 2.49 2.86
I -4.10 -1.52 -0.80
Mn 0.32 0.80 0.76
S 2.37 1.81 -0.24
S 0.02 -1.18 2.58
O -4.33 1.49 -2.74
O 0.22 -0.55 -0.59
N -0.32 -0.68 -4.14
N 3.71 0.64 1.72
N 1.36 -2.98 1.19
N -1.31 1.71 0.25
N 3.10 -0.71 -0.04
N 2.07 -2.67 3.36
C -1.37 0.13 -4.25
C -0.36 -0.33 -1.77
C -3.13 1.68 -3.48
C -1.71 2.97 0.62
C -2.00 0.72 -3.17
C -1.52 0.46 -1.89
C -2.66 3.75 -0.07
C -3.00 5.03 0.33
C -1.47 4.89 2.15
C 1.23 -2.34 2.37
C 3.36 -4.14 1.92
C 2.12 -4.21 1.04
C 3.11 0.51 0.52
C 0.18 -0.91 -2.94
C -2.73 -0.22 0.22
C 2.94 -3.83 3.35
C -1.15 3.60 1.75
C -2.41 5.62 1.45
C 1.38 -1.81 -2.85
C -2.20 0.95 -0.63
H -2.67 6.62 1.76
H 1.34 -2.45 -1.96
H 2.40 -4.32 -0.01
H 4.28 -0.10 2.10
H -3.73 5.58 -0.25
H 3.91 -5.08 1.88
H -0.99 5.31 3.03
H 1.89 -2.19 4.23
H -1.94 -0.87 0.55
H -3.28 0.17 1.08
H -3.34 1.64 -4.55
H 0.63 -2.75 0.53
H 2.32 -0.84 -0.69
H -4.61 0.57 -2.82
H 1.51 -5.07 1.31
H -3.06 1.53 -0.92
H 2.31 -1.24 -2.82
H 3.88 1.57 2.05
H 3.81 -3.62 3.97
H -3.13 3.37 -0.97
H 1.41 -2.44 -3.74
H 4.03 -3.36 1.56
H -2.82 2.71 -3.26
H 2.43 -4.70 3.79
H 3.24 -1.51 0.55
H -1.73 0.31 -5.26
*
```

Values from the calculation:
- energy relative to the best compared isomer or geometry (same formula, charge and spin) (kcal per mole) = 1.3
- E_tot (eV) = -103390.22352
- max |F| (hartree/bohr) = 0.0139

Molecular formula: C20H28NO2ReS
Method: DFT, wB97M-V/def2-TZVPD

Structure (ORCA input):
```
! wB97M-V def2-TZVPD RIJCOSX def2/J DEFGRID3
* xyz 1 4
Re 0.15 0.45 0.56
S 0.49 -0.05 5.18
O 0.74 -1.42 -7.25
O -0.10 -0.13 -2.48
N -0.28 -0.58 2.54
C 1.50 1.53 -0.63
C -1.77 -0.91 -0.36
C 0.84 2.40 0.31
C -1.96 0.67 1.33
C 1.40 -2.45 -8.03
C -2.09 0.14 -3.85
C 0.18 -0.45 -8.17
C -1.73 -0.68 2.01
C 2.00 0.75 1.50
C 1.12 1.91 1.64
C 0.05 -0.30 3.70
C -2.02 0.50 -0.06
C -0.71 0.68 -3.53
C 2.23 0.53 0.10
C 0.42 0.30 -4.52
C -1.65 -1.61 0.83
C 1.57 -1.96 -9.48
C 0.45 -0.90 -9.62
C -0.78 2.14 -3.16
C 0.93 -0.58 -3.39
H 1.55 1.69 -1.70
H -2.33 1.25 -0.79
H -2.17 1.56 1.89
H -2.38 -0.98 2.84
H 1.09 1.13 -4.75
H 0.77 -3.36 -8.02
H -2.06 -0.95 -4.01
H -1.50 -2.68 0.95
H 2.35 -2.70 -7.54
H 2.54 -1.47 -9.59
H -1.29 2.69 -3.97
H -0.46 -1.38 -10.01
H -1.36 2.28 -2.24
H -2.49 0.63 -4.75
H 0.80 2.36 2.57
H 0.84 -1.65 -3.58
H -2.77 0.36 -3.01
H -1.78 -1.33 -1.36
H 2.77 -0.30 -0.35
H 0.22 2.56 -3.02
H 0.28 3.29 0.04
H 0.12 -0.26 -5.41
H 0.72 -0.06 -10.26
H 1.91 -0.30 -3.00
H 0.65 0.53 -7.97
H 1.48 -2.76 -10.20
H -0.89 -0.35 -7.95
H 2.42 0.19 2.33
*
```

Values from the calculation:
- energy relative to the best compared isomer or geometry (same formula, charge and spin) (kcal per mole) = 17.9
- E_tot (eV) = -39732.36872
- max |F| (hartree/bohr) = 0.1221

Molecular formula: C30H42BrClCrN2P2
Method: DFT, wB97M-V/def2-TZVPD

Structure (ORCA input):
```
! wB97M-V def2-TZVPD RIJCOSX def2/J DEFGRID3
* xyz 2 5
Br 0.09 -2.16 3.19
Cr 0.40 2.14 0.72
Cl 4.71 0.23 3.51
P -2.02 2.81 0.34
P -1.47 -2.07 0.92
N 1.05 1.41 2.75
N 6.83 -0.18 -6.38
C -1.91 4.30 2.74
C 2.57 -1.02 -1.04
C 7.15 -0.89 -5.30
C 6.31 -0.94 -4.18
C -2.54 -4.74 0.67
C 1.63 -0.02 -0.72
C -1.63 -2.42 -1.89
C 1.38 -2.53 0.40
C 0.49 -0.32 0.04
C -1.07 3.81 -2.09
C -1.60 2.91 2.15
C 1.37 1.55 5.12
C 2.45 -2.29 -0.43
C 3.14 0.84 3.73
C -3.03 -1.71 1.94
C -3.26 1.50 -0.15
C 4.17 -0.29 -3.01
C -1.30 -3.89 0.85
C 3.50 -0.64 -2.04
C 5.09 -0.23 -4.16
C 0.54 1.51 4.00
C 2.30 0.91 2.62
C -2.13 -1.56 -0.74
C -4.41 -2.13 1.39
C -0.72 2.80 -0.96
C 0.33 -1.61 0.63
C 5.69 0.50 -6.41
C 4.79 0.50 -5.33
C -4.69 2.00 -0.41
C 2.72 1.24 4.99
H 0.28 3.23 -0.51
H 1.82 0.95 -1.21
H -4.69 2.88 -1.07
H 3.87 1.06 -5.43
H -0.52 2.72 2.35
H -2.13 2.11 2.70
H 5.48 1.07 -7.33
H -0.54 1.60 4.12
H -1.98 -1.97 -2.83
H -3.25 0.70 0.61
H -4.42 -3.15 1.00
H -1.75 3.34 -2.81
H 3.16 -3.10 -0.60
H 1.34 -3.46 0.96
H 6.60 -1.56 -3.34
H -1.14 5.02 2.42
H -3.03 -0.64 2.17
H -2.87 1.09 -1.10
H -3.17 -4.72 1.56
H -0.57 -4.10 0.06
H -5.15 -2.10 2.21
H 2.60 0.56 1.64
H -4.79 -1.46 0.60
H -1.51 4.74 -1.71
H -2.87 4.74 2.44
H -1.82 -0.52 -0.89
H -5.28 1.22 -0.92
H -5.21 2.25 0.52
H -1.91 4.30 3.83
H -0.59 1.83 -1.47
H 8.10 -1.44 -5.32
H -2.21 -5.77 0.51
H -0.43 0.34 0.05
H -3.23 -1.55 -0.71
H -0.53 -2.46 -1.92
H 0.95 1.84 6.07
H -3.13 -4.44 -0.21
H -0.81 -4.12 1.81
H -0.15 4.05 -2.63
H -2.03 -3.44 -1.82
H 3.41 1.26 5.83
H -2.85 -2.22 2.89
*
```

Values from the calculation:
- energy relative to the best compared isomer or geometry (same formula, charge and spin) (kcal per mole) = 86.8
- E_tot (eV) = -164314.38132
- max |F| (hartree/bohr) = 0.0964

Molecular formula: C71H77Ge2InN4O4S7
Method: DFT, wB97M-V/def2-TZVPD

Structure (ORCA input):
```
! wB97M-V def2-TZVPD RIJCOSX def2/J DEFGRID3
* xyz -2 1
In 0.32 -0.45 -0.59
Ge 4.15 -0.06 0.81
Ge 3.37 -2.82 0.44
S 4.89 -1.59 -0.70
S -1.47 0.38 5.01
S 3.70 -1.67 2.34
S -1.99 3.37 1.48
S 1.37 -2.72 -0.34
S -2.06 0.50 -0.88
S 2.44 0.97 -0.01
O 0.15 -0.25 -4.86
O 0.34 -0.92 -2.73
O -1.10 1.11 2.45
O -1.33 -2.14 0.40
N -4.61 0.17 -0.34
N -3.49 -1.79 -0.30
N -3.28 1.63 2.98
N 0.30 1.63 -1.89
C 3.04 3.50 2.56
C 6.19 3.23 2.63
C 4.20 -4.16 -4.10
C 7.49 0.43 -1.39
C 4.65 0.79 4.72
C 0.15 2.46 -4.11
C -3.30 0.12 4.94
C 3.72 -4.32 3.87
C 8.98 -1.46 -1.70
C 6.02 -3.09 -5.48
C 6.71 1.57 -1.97
C 7.80 2.15 1.26
C -5.05 2.17 -1.74
C 3.72 -4.75 -2.94
C 1.90 -3.49 5.24
C 6.86 1.18 0.91
C 9.90 -2.27 -2.58
C 7.44 0.16 -0.02
C 0.56 3.59 5.44
C 1.69 3.16 4.55
C 1.43 -4.56 3.11
C 4.23 -6.91 -0.48
C -4.74 1.62 -0.36
C -1.69 -6.13 -1.00
C 2.29 -5.23 -2.93
C 4.14 -5.52 -0.57
C 0.24 -0.04 -3.65
C 5.94 -4.54 -1.98
C 2.56 2.15 4.94
C -2.91 -6.74 -0.75
C 6.87 -4.72 -0.81
C 1.00 -3.94 4.29
C 6.38 -3.98 -3.16
C 3.29 -5.46 1.69
C -3.98 -5.97 -0.30
C -1.52 -4.77 -0.79
C 0.22 1.41 -3.20
C 7.47 3.18 2.12
C 4.59 -4.91 -1.85
C 2.80 -4.74 2.91
C 0.21 3.97 -2.25
C -2.11 1.91 2.36
C 3.69 -4.78 0.54
C 3.92 2.49 2.99
C -1.06 -0.07 3.39
C -3.82 -4.61 -0.10
C -2.59 -4.00 -0.34
C -3.76 0.35 3.51
C 3.84 -7.58 0.68
C 0.14 3.75 -3.62
C 8.26 -0.39 -2.21
C 0.30 -0.66 3.16
C -3.42 -0.48 -0.42
C -5.85 -0.60 -0.26
C 5.22 2.28 2.28
C 3.26 4.25 1.27
C 3.68 1.82 4.19
C 0.28 2.88 -1.41
C 5.52 -3.75 -4.23
C 8.09 -0.96 0.50
C 3.37 -6.84 1.75
C 7.93 -1.33 1.95
C -2.40 -2.54 -0.08
C -6.19 -1.02 1.16
C 5.20 -4.54 3.67
C 1.42 -2.74 6.46
C 0.41 -4.96 2.08
C 8.87 -1.74 -0.35
C 5.55 1.23 1.41
C 3.26 -3.70 5.02
C 1.94 3.80 3.34
H 1.44 -1.66 6.27
H 2.99 3.62 0.42
H -5.54 1.88 0.35
H -3.97 2.34 2.79
H 1.10 0.09 3.08
H 3.06 -7.34 2.67
H -5.39 -1.65 1.56
H 6.57 -2.18 -5.24
H -4.93 -6.44 -0.10
H 2.37 1.62 5.87
H -0.23 4.07 4.86
H 0.08 4.59 -4.31
H 6.90 -1.63 2.14
H 8.30 -0.18 -3.28
H 5.55 -4.01 2.77
H 9.70 -2.08 -3.64
H 1.25 4.57 3.01
H 3.52 -4.00 -4.93
H 0.92 4.29 6.19
H -4.64 -4.00 0.24
H -5.75 -1.47 -0.90
H -3.03 -7.80 -0.90
H 0.34 -1.27 2.24
H 8.59 -2.15 2.22
H 5.90 4.02 3.32
H -6.30 -0.16 1.81
H 0.55 -1.33 3.99
H 2.04 -2.95 7.33
H 0.41 -4.24 1.25
H 0.11 2.74 5.95
H 2.65 5.15 1.25
H 4.59 -7.47 -1.34
H 7.42 -3.66 -3.23
H -4.85 0.36 3.45
H 6.70 -3.75 -6.03
H -3.56 -0.89 5.27
H -0.85 -6.72 -1.36
H -5.99 1.77 -2.14
H -0.57 -4.30 -0.96
H 6.85 -5.75 -0.43
H 3.98 -3.34 5.76
H 4.31 4.53 1.14
H 4.61 -0.14 4.15
H 8.14 -0.48 2.60
H 8.80 2.08 0.85
H -4.24 1.91 -2.43
H 5.42 -5.60 3.53
H 0.20 4.97 -1.84
H -6.64 0.04 -0.66
H 0.09 2.22 -5.16
H 5.76 -4.16 4.52
H -7.12 -1.59 1.18
H 0.30 2.98 -0.33
H 9.39 -2.60 0.07
H 0.62 -5.94 1.66
H 5.20 -2.83 -6.14
H -3.39 -0.46 2.89
H 1.62 -4.40 -3.10
H 2.14 -5.96 -3.74
H 3.90 -8.66 0.73
H -3.82 2.06 0.02
H 8.21 3.93 2.40
H 5.68 1.15 4.66
H 2.02 -5.70 -1.99
H 5.65 1.48 -1.73
H 6.81 1.59 -3.06
H 7.05 2.53 -1.57
H 6.59 -4.06 0.01
H 9.79 -3.34 -2.40
H 4.43 0.56 5.76
H 7.90 -4.48 -1.10
H -0.06 -3.77 4.44
H 10.95 -2.02 -2.39
H -3.75 0.85 5.62
H -5.13 3.26 -1.70
H -0.59 -4.97 2.50
H 0.39 -3.00 6.69
*
```

Values from the calculation:
- energy relative to the best compared isomer or geometry (same formula, charge and spin) (kcal per mole) = 36.5
- E_tot (eV) = -283091.20826
- max |F| (hartree/bohr) = 0.0147

Molecular formula: C4H41N2O15
Method: DFT, wB97M-V/def2-TZVPD

Structure (ORCA input):
```
! wB97M-V def2-TZVPD RIJCOSX def2/J DEFGRID3
* xyz 1 1
O 0.30 -1.11 -3.57
O 1.26 -3.55 0.39
O -0.02 -3.90 -1.73
O 1.33 2.80 1.22
O 1.17 -1.06 1.81
O -2.79 -2.66 -2.60
O 0.56 1.75 -3.30
O -2.37 -0.82 1.99
O 3.56 0.28 -0.39
O 0.12 -3.10 2.92
O 0.56 -0.49 -0.84
O -0.64 -0.12 3.91
O 2.82 2.88 -0.94
O -1.96 -2.98 0.21
O 3.97 -0.36 2.67
N -0.62 1.51 0.54
N -2.07 0.95 -1.64
C 0.33 3.80 0.99
C -0.51 2.93 -0.07
C -1.99 3.22 -0.48
C -2.75 2.31 -1.55
H -2.21 -3.20 -2.06
H -1.81 -1.98 0.34
H 0.62 1.03 -4.05
H -3.37 -3.29 -2.85
H -0.67 -1.00 4.28
H 0.04 -2.00 -3.14
H -3.67 2.24 -1.09
H 1.16 -0.88 -1.44
H 0.29 1.15 0.25
H 2.19 -0.89 2.10
H -2.65 0.44 -2.28
H 0.03 -4.81 -1.54
H -0.22 3.90 2.03
H 4.31 0.49 3.07
H 0.48 1.20 -2.47
H 0.81 -3.70 -0.31
H 0.48 4.72 0.53
H 0.16 2.97 -0.83
H 2.80 0.82 -0.45
H -1.85 4.23 -0.84
H 3.57 -0.18 0.40
H -0.96 -3.59 -1.49
H -0.52 -0.76 -3.16
H -2.63 3.18 0.50
H 0.99 -1.90 2.31
H 1.48 -2.63 0.63
H -0.73 -3.09 2.54
H 4.80 -0.89 2.79
H -2.75 -3.20 0.58
H -3.08 -0.12 2.14
H -1.79 -0.62 2.68
H 0.36 0.05 3.74
H -1.20 1.17 -2.16
H -2.73 2.81 -2.56
H 0.85 -1.07 -0.08
H 2.11 2.85 0.56
H -0.71 1.69 1.57
H -1.37 0.95 0.04
H 3.85 2.95 -0.97
H 2.88 2.62 -1.75
H 0.41 -3.97 2.87
*
```

Values from the calculation:
- energy relative to the best compared isomer or geometry (same formula, charge and spin) (kcal per mole) = 167.9
- E_tot (eV) = -38496.76573
- max |F| (hartree/bohr) = 0.2102

Question: Number 1 is which compound?
Answer: C25H24N2O2PdSi

Question: What is the max |F| in the first record?
Answer: 0.0299 hartree/bohr